{
  "formula": "C18H62N8O13",
  "method": "wB97M-V/def2-TZVPD",
  "elements": ["H", "H", "H", "H", "H", "H", "N", "C", "H", "O", "H", "H", "H", "H", "H", "H", "H", "H", "O", "H", "C", "H", "H", "H", "H", "C", "H", "C", "N", "C", "C", "O", "N", "H", "H", "H", "H", "H", "N", "H", "C", "O", "H", "H", "O", "H", "H", "H", "O", "H", "C", "H", "N", "H", "H", "H", "C", "H", "O", "H", "N", "H", "H", "H", "O", "H", "H", "H", "O", "C", "C", "H", "C", "N", "H", "O", "H", "H", "C", "H", "H", "H", "C", "H", "C", "H", "N", "C", "O", "H", "H", "H", "C", "O", "H", "O", "H", "H", "C", "H", "H"],
  "positions_angstrom": [[5.640, 2.073, -0.366], [-5.582, -0.423, 2.621], [-1.147, -1.008, -0.947], [-4.094, 1.532, 2.269], [0.882, -1.750, 3.371], [-1.700, -1.559, 3.669], [-0.124, -0.948, -1.000], [-3.652, -0.796, -1.739], [4.909, -1.868, -3.826], [3.266, -1.033, -2.135], [0.013, -1.449, -4.283], [0.773, -2.872, -4.882], [5.897, -2.897, -2.767], [0.499, -0.072, 4.023], [-2.531, -2.361, -2.849], [-2.975, 2.286, -2.650], [-1.455, 2.378, 0.840], [-4.676, 3.482, -2.268], [-2.071, 4.071, 3.614], [-2.448, -2.873, -0.476], [0.275, 0.179, -0.505], [0.243, 3.362, 0.925], [-1.316, 4.368, -0.919], [1.730, -1.503, -4.350], [-2.138, -0.623, -3.153], [0.835, -2.078, -4.174], [0.107, -3.862, 0.312], [-1.409, 3.198, 2.717], [1.430, 0.599, -0.804], [-4.557, -0.444, 2.353], [0.277, -0.798, 3.191], [0.810, -2.602, -2.873], [-1.655, 3.174, 1.451], [3.285, 3.403, -0.990], [-2.522, 3.727, 1.236], [-3.613, 0.323, -1.768], [2.214, 0.065, -1.188], [-3.308, -0.890, 0.143], [5.128, -2.273, -2.948], [3.913, -2.259, -0.079], [2.978, 1.256, 2.501], [-1.327, -1.760, 1.698], [-0.827, 2.857, -1.704], [-4.348, -3.870, 0.047], [3.496, 0.116, 3.011], [-4.811, 0.809, 0.703], [3.831, 3.638, 0.637], [-0.268, 2.450, 4.086], [1.034, 3.137, 0.429], [0.561, -2.215, -0.268], [-3.708, -4.116, -0.787], [0.107, -3.266, -2.886], [1.834, -3.860, 2.099], [1.676, 1.547, -0.461], [1.592, 5.051, 1.093], [-4.621, -1.054, -1.658], [3.170, 4.079, -0.149], [3.790, 2.012, 2.614], [-3.879, 3.946, -1.982], [3.311, -0.632, 2.415], [-0.442, 2.450, 3.063], [-3.647, -1.462, -3.839], [-1.680, -0.086, 2.824], [-4.000, -0.523, 3.260], [-0.576, 0.881, 0.261], [0.845, -0.356, 2.392], [-4.097, -3.532, -1.632], [-0.643, -1.498, 1.049], [-2.855, -1.139, -0.675], [1.722, 4.328, 0.244], [-1.192, -1.046, 2.909], [3.702, 5.002, -0.310], [-2.844, 3.013, -1.840], [4.550, -2.500, -0.844], [5.807, 0.844, -1.569], [-2.352, -3.818, -0.474], [-3.096, 0.658, 1.089], [0.934, -4.371, 2.301], [-4.083, 0.693, 1.537], [2.128, 1.633, 3.079], [-3.086, 2.555, -0.930], [4.280, 1.403, -1.212], [-1.523, 3.685, -1.796], [1.257, 4.902, -0.604], [1.761, -2.991, 1.163], [4.602, -0.552, -0.138], [0.764, -3.068, 0.359], [4.325, -1.932, -1.956], [4.904, 0.218, 0.270], [2.609, 1.152, 1.489], [0.033, 1.717, 2.612], [2.552, -3.798, 2.840], [5.236, 1.188, -0.737], [2.697, -1.977, 0.994], [-1.396, 4.258, -2.814], [-4.345, -1.596, 1.566], [-3.847, -5.184, -0.843], [5.340, -3.143, -0.574], [-2.934, -1.336, -3.015], [0.331, -1.375, -1.828], [-4.450, -2.414, 2.081]],
  "atomic_forces_ev_per_a": [[0.748, 1.181, 1.157], [-1.203, 0.653, 0.186], [0.234, -0.279, 0.005], [-0.110, 0.119, -1.047], [-1.049, 1.106, 0.184], [-0.505, -1.088, 1.123], [-1.900, -2.798, -1.766], [3.435, 2.366, -2.331], [0.334, 0.063, -0.723], [4.962, -3.887, 0.442], [-1.551, 1.306, -0.573], [0.035, -0.578, -0.792], [-0.092, 0.156, -0.493], [-0.494, -0.977, -0.335], [-0.103, 0.703, 0.179], [0.760, -0.124, 0.011], [0.285, -0.129, 0.291], [0.171, 0.228, 0.142], [3.190, -4.415, -4.410], [0.802, 1.435, 0.486], [-4.028, 4.359, 3.474], [-0.374, -0.283, -0.107], [-0.662, -0.657, -1.062], [0.403, 0.046, 0.285], [0.383, -0.063, -0.836], [0.910, -0.245, -0.118], [0.498, 0.856, 0.339], [-4.372, 5.579, 5.107], [4.301, 3.187, -0.079], [1.085, -1.278, -0.247], [1.498, -0.686, 1.739], [0.097, -0.973, 0.367], [-3.791, 1.862, -3.959], [-0.266, 0.184, -0.362], [1.379, -0.802, 0.026], [-0.403, -0.598, -0.460], [-0.452, -0.566, -0.185], [0.351, -0.504, 0.346], [0.331, 0.144, -0.909], [-0.595, -0.282, 0.442], [0.089, 2.173, -0.060], [-0.163, -0.581, -0.288], [0.652, 0.138, -0.188], [-0.287, 0.480, 0.515], [0.407, -2.721, 0.759], [0.373, 0.511, 0.495], [-0.993, -0.062, -0.095], [-0.137, 0.130, -1.141], [0.402, -0.174, 0.315], [0.370, -1.632, 0.961], [-0.183, -0.336, 0.679], [0.159, 0.023, 0.351], [-0.237, -3.396, 4.154], [-0.549, -0.954, -0.058], [0.474, -0.850, -0.255], [-3.401, -1.413, 0.461], [0.909, -0.461, 1.471], [-0.722, 0.010, -0.636], [-1.175, 1.307, -0.658], [0.056, 0.219, 0.099], [3.055, -1.634, 5.716], [0.407, 0.585, -0.074], [-0.263, 0.563, -0.107], [0.576, -0.011, 0.824], [2.231, -2.173, -1.965], [-0.310, 0.277, -0.992], [0.226, -0.536, -0.176], [-0.666, 0.194, 0.953], [0.189, -0.855, 1.166], [0.204, 2.056, -0.901], [1.620, 1.270, -1.644], [-0.130, 0.570, -0.643], [-0.994, 0.358, -0.470], [1.334, -2.187, 4.477], [1.048, -0.728, -0.325], [-0.572, -0.978, -0.644], [0.377, -0.438, 0.397], [1.804, 0.729, -0.013], [-1.311, 1.774, 0.194], [-0.092, 0.027, 0.281], [0.306, -1.462, 1.572], [-0.111, 0.625, -0.207], [0.895, 1.226, -1.442], [0.258, -0.420, 0.342], [4.419, 5.897, -2.114], [-0.770, -1.505, -1.091], [-2.124, 0.226, -2.976], [-5.044, 4.317, -2.763], [1.963, 2.615, 1.071], [0.308, 0.165, -0.376], [0.142, -0.666, -1.527], [-0.850, 0.013, -0.938], [-2.728, -1.767, -0.538], [-3.347, -3.658, 1.312], [0.109, -0.990, 2.029], [-0.244, -1.416, -0.218], [0.168, -0.367, -0.804], [-1.280, 1.241, -1.017], [-1.105, -0.579, 1.018], [-0.125, 0.388, 0.466], [0.139, 0.521, -0.275]],
  "e_homo_ev": -8.5,
  "orbital_gap_ev": 8.78,
  "e_above_lowest_kj_mol": 465.2,
  "lumo_energy_ev": 0.28
}